{
  "formula": "C16H20N2PdS2Sb2",
  "method": "the ωB97M-V functional and the def2-TZVPD basis",
  "species": ["Pd", "C", "Sb", "C", "C", "C", "C", "C", "C", "C", "C", "C", "Sb", "C", "C", "H", "H", "H", "H", "H", "H", "H", "H", "H", "H", "H", "H", "H", "H", "H", "H", "H", "H", "H", "H", "S", "C", "C", "N", "C", "S", "C", "N"],
  "coordinates": [[-0.8937, 0.9708, 1.7754], [2.0711, -1.9506, 1.5280], [1.5546, 0.0591, 1.8803], [2.4171, 0.7035, 3.7007], [2.4851, 1.2484, 0.3374], [2.3928, 0.5885, -1.0067], [3.4370, -0.2517, -1.3979], [3.4465, -0.8721, -2.6349], [2.4011, -0.6516, -3.5229], [1.3571, 0.1740, -3.1500], [1.3293, 0.7955, -1.8984], [0.1312, 1.6304, -1.5710], [-1.3634, 0.3388, -0.6977], [-3.3442, 0.7410, -1.2964], [-0.8632, -1.6123, -1.3076], [3.1547, -2.0482, 1.5749], [1.7258, -2.2569, 0.5443], [1.6175, -2.5699, 2.2992], [3.4997, 0.6274, 3.6086], [2.0682, 0.0829, 4.5225], [2.1332, 1.7403, 3.8680], [3.5248, 1.3640, 0.6453], [2.0286, 2.2368, 0.3802], [4.2768, -0.3933, -0.7269], [4.2769, -1.5052, -2.9160], [2.4094, -1.1067, -4.5037], [0.5536, 0.3628, -3.8542], [-0.3531, 1.9993, -2.4779], [0.2941, 2.4789, -0.9115], [-3.4090, 0.5077, -2.3598], [-3.5721, 1.7885, -1.1190], [-4.0248, 0.0930, -0.7471], [-1.0268, -1.6722, -2.3836], [-1.5071, -2.3174, -0.7879], [0.1867, -1.8011, -1.0973], [-2.8531, 2.0965, 2.0155], [-4.0401, 0.8555, 2.0555], [-5.4118, 1.2562, 2.0103], [-6.5075, 1.5980, 1.9719], [-3.6829, -0.4528, 2.0320], [-2.0107, -0.9156, 2.0154], [-4.5988, -1.5371, 1.8884], [-5.3105, -2.4229, 1.7147]],
  "forces_ev_per_angstrom": [[-0.221, 0.252, 0.307], [0.087, -0.025, 0.041], [-0.046, 0.081, -0.171], [0.034, -0.042, -0.024], [0.034, -0.103, 0.094], [0.040, -0.001, -0.022], [-0.004, 0.027, 0.034], [-0.024, 0.002, -0.027], [0.022, -0.008, 0.011], [-0.012, 0.008, 0.004], [-0.010, -0.018, -0.006], [0.016, 0.061, -0.151], [-0.060, -0.108, -0.059], [0.020, -0.026, -0.058], [-0.030, -0.001, -0.007], [-0.002, 0.020, 0.016], [-0.008, 0.002, 0.000], [-0.016, -0.008, -0.014], [-0.001, -0.004, 0.008], [-0.025, -0.008, -0.012], [0.018, -0.001, 0.035], [0.003, -0.009, -0.016], [-0.005, -0.005, -0.018], [0.001, -0.007, -0.006], [0.002, 0.000, 0.003], [0.001, -0.001, 0.001], [-0.003, 0.004, 0.005], [-0.014, 0.029, 0.030], [0.031, -0.031, 0.031], [0.024, -0.013, 0.003], [-0.005, -0.002, 0.014], [-0.009, 0.016, 0.008], [-0.004, 0.015, 0.000], [0.007, -0.006, -0.002], [0.000, 0.001, 0.000], [0.088, -0.079, -0.046], [-0.024, -0.046, -0.027], [0.014, 0.038, 0.080], [0.001, -0.005, -0.044], [-0.059, -0.021, 0.019], [0.140, 0.006, -0.013], [-0.036, 0.047, -0.042], [0.032, -0.030, 0.023]],
  "energy_ha": -2135.25950,
  "de_lowest_kcal_mol": 0.0,
  "e_homo_ev": -15.123,
  "charge": 2
}